(1)
Density functional theory data (ωB97M-V/def2-TZVPD) for a single C2H3N3O3 molecule in a non-equilibrium geometry.

Each line ends with the Mulliken charge.
Positions of all 11 atoms, in Å:
C 0.84286 0.50109 0.00560  0.4799
C -1.23625 -0.17497 0.11356  0.4445
H 1.57842 -1.46027 -0.70523  0.4073
H 0.21621 2.56522 -0.20543  0.2030
H -2.29356 -1.86899 0.70295  0.3927
N 2.16927 0.38094 0.37438  -0.3277
N -0.01938 1.63319 -0.09264  0.1097
N -1.30408 1.10578 -0.01164  -0.4894
O 2.42336 -1.04553 -0.07246  -0.4080
O -2.38905 -0.97252 0.03906  -0.4926
O 0.01219 -0.66393 -0.14814  -0.3193

Structure (SMILES)   O/N=c1/[nH]nc(O)o1
Highest occupied orbital energy   -8.60 eV
Net charge   0
Relative energy (zero: lowest compared OMol25 entry of this formula, charge and spin)   94.2 kcal per mole
Orbital gap   8.58 eV
LUMO level   -0.0147 eV


(2)
Density functional theory data (ωB97M-V/def2-TZVPD) for a single C6H13N molecule in a non-equilibrium geometry.

Each line ends with the Mulliken charge.
Positions of all 20 atoms, in Å:
C 1.42152 -2.01776 0.40533  -0.6598
C 0.10757 -1.41712 -0.00997  -0.5554
C -0.28696 -0.36022 0.98234  -0.7242
C -1.87458 2.64030 -1.14685  -1.2012
C -0.99810 1.44764 -0.80294  -0.0158
C -1.17768 0.73468 0.37232  -0.3853
N 2.44259 -0.86179 0.25871  -0.5429
H 1.73377 -2.91555 -0.23977  0.2945
H 1.30225 -2.40270 1.41985  0.3612
H -0.80594 -2.07158 0.03636  0.3215
H 0.04594 -1.31175 -1.14956  0.3731
H 0.57341 0.01365 1.56117  0.3359
H -0.73808 -0.99605 1.68803  0.4275
H -2.92852 2.61538 -0.94740  0.3468
H -1.81213 2.91253 -2.23199  0.3086
H -1.61605 3.53632 -0.56458  0.2697
H -0.13878 1.21190 -1.43263  0.3744
H -1.93957 1.05504 1.10605  0.2722
H 3.27787 -0.90396 0.84908  0.1899
H 2.79712 -0.87585 -0.70702  0.2093

Structure (SMILES)   C/C=C/CCCN
Highest occupied orbital energy   -8.71 eV
Net charge   0
Relative energy (zero: lowest compared OMol25 entry of this formula, charge and spin)   43.0 kcal per mole
Orbital gap   9.89 eV
LUMO level   1.1824 eV


(3)
Density functional theory data (ωB97M-V/def2-TZVPD) for a single C5H8O2 molecule.

Each line ends with the Mulliken charge.
Positions of all 15 atoms, in Å:
C 1.55059 -0.62098 0.44792  -1.3000
C 0.21526 -0.08539 0.92314  0.1248
C -0.09442 1.86101 -1.92616  -0.3344
O -0.36292 0.72991 -1.33923  -0.1136
C -0.74610 0.65537 0.03940  -0.1870
C -1.07754 -0.73046 0.46941  -0.2934
O -1.04656 -1.72758 -0.49870  -0.5519
H 2.31957 0.15803 0.40181  0.3458
H 1.48269 -1.09459 -0.53436  0.2687
H 1.89319 -1.38785 1.15151  0.3668
H 0.21709 0.28973 1.94285  0.3608
H -0.39937 2.63703 -1.16371  0.1193
H -1.27523 1.54652 0.37949  0.4451
H -1.87839 -0.85694 1.19048  0.3766
H -0.85961 -1.31228 -1.35406  0.3724

Highest occupied orbital energy   -8.94 eV
Net charge   0
Relative energy (zero: lowest compared OMol25 entry of this formula, charge and spin)   107.8 kcal per mole
Orbital gap   9.45 eV
LUMO level   0.5077 eV


(4)
Density functional theory data (ωB97M-V/def2-TZVPD) for a 4-piece molecular cluster, C37H76BrFINO11P overall in a non-equilibrium geometry.

Each line ends with the Mulliken charge.
Positions of all 129 atoms, in Å:
C 2.76918 4.27515 1.04858  -1.7237
C 1.37115 3.52267 1.09365  2.1926
C 1.13572 3.06623 2.57495  -1.6790
C -0.10531 2.13878 2.79559  1.7879
C -0.13167 1.76201 4.33062  -1.8558
C -0.13535 0.84032 1.84459  -0.3592
O -0.69372 1.27622 0.60161  0.6262
C -1.81315 0.50243 0.16246  -0.2269
C -1.86747 0.46626 -1.44768  -0.9281
C -0.44605 0.43644 -2.12803  -1.7189
N 0.28817 1.72424 -2.14917  1.1889
C -0.28031 2.71498 -3.10962  -0.3439
C 0.26981 4.17229 -2.81505  -1.2148
C 1.62252 1.44943 -2.67936  0.2215
C 2.87021 2.30770 -2.23659  -0.9355
O 1.85288 0.54485 -3.44795  -0.5661
C -3.22698 1.01037 0.72454  0.3040
Br -4.77031 0.44263 -0.43399  -0.1267
O -3.28771 2.34224 1.10517  -0.3532
C -3.01771 3.28864 0.06281  2.5420
C -2.51061 4.60907 0.79975  -0.8414
C -1.77431 5.59407 -0.16611  0.2048
C -1.87549 7.05042 0.44874  -1.3527
I -0.91732 7.23163 2.38676  -0.0821
C -4.30554 3.78263 -0.73230  -0.0919
O -4.06471 4.10910 -1.92446  -0.7337
O -5.44162 3.83354 -0.19401  -0.8097
C -3.47515 0.17192 2.10278  0.8902
C -3.55639 1.11977 3.35645  -1.1314
F -4.75275 -0.46622 2.08759  -0.4771
P 1.64497 0.19079 1.76147  -0.0666
C 1.98703 -0.85963 0.23804  1.3452
C 3.46257 -1.45519 0.20109  -1.0893
C 1.92649 -0.73440 3.37670  -0.3356
C 2.40199 -2.23797 3.25069  -0.7712
H 2.82633 4.90299 0.12714  0.3712
H 2.89612 4.93557 1.93944  0.4081
H 3.55060 3.47253 0.98987  0.3117
H 0.52774 4.20642 0.82892  -0.7264
H 1.39753 2.65674 0.38309  -0.6661
H 2.08384 2.66881 3.02773  0.3252
H 0.92604 4.01330 3.15536  0.6011
H -1.04387 2.69170 2.56487  -1.0476
H 0.91016 1.64092 4.73353  0.4142
H -0.65547 2.55265 4.92434  0.3581
H -0.67016 0.80074 4.52318  0.3304
H -0.74359 0.08644 2.40683  0.4307
H -1.59745 -0.56640 0.44653  0.5023
H -2.43137 1.32110 -1.87988  0.0283
H -2.33778 -0.52184 -1.68907  0.4519
H -0.62553 0.15293 -3.20805  0.3319
H 0.11975 -0.41228 -1.68460  0.6365
H 0.10220 2.46058 -4.13870  0.8753
H -1.39068 2.72810 -3.17804  -0.0314
H 1.20035 4.39456 -3.40089  0.3358
H 0.55914 4.27171 -1.73792  -0.0856
H -0.46922 4.96080 -3.09693  0.3760
H 3.69545 1.58303 -2.05113  0.3480
H 2.59864 2.89316 -1.32861  -0.0517
H 3.12567 3.04634 -3.03361  0.3797
H -2.20957 3.02189 -0.65475  -1.3858
H -1.96751 4.39471 1.74833  0.2271
H -3.46027 5.13575 1.10322  0.4807
H -2.30089 5.66967 -1.15616  0.4136
H -0.71102 5.32503 -0.35986  -0.3097
H -2.96460 7.29133 0.55224  0.5287
H -1.43291 7.79793 -0.25914  0.5422
H -2.74529 -0.65678 2.23143  -0.0609
H -3.70280 0.50116 4.27687  0.3738
H -4.46776 1.76168 3.24767  0.3551
H -2.65615 1.75664 3.47692  0.0788
H 1.21671 -1.68429 0.15906  -0.1103
H 1.95503 -0.15572 -0.63344  -0.7291
H 3.43347 -2.48382 0.64781  -0.0653
H 4.16569 -0.79498 0.76190  0.3749
H 3.77388 -1.60728 -0.86577  0.4384
H 2.64982 -0.12905 3.98352  0.3686
H 0.97673 -0.75278 3.98294  0.2392
H 2.32521 -2.69478 4.27300  0.5677
H 3.50355 -2.20451 3.03484  0.2313
H 1.89779 -2.83419 2.45990  -0.2665
C -2.55826 1.40492 -5.55856  -0.8852
O -3.61565 1.28099 -4.63445  -0.1260
C -4.71660 2.14143 -4.92866  -0.2720
C -5.83959 1.38568 -5.61559  -0.7302
O -5.45133 0.92767 -6.91155  -0.3902
C -5.09688 -0.44378 -6.91755  -0.6544
H -1.89302 0.54909 -5.42877  0.2287
H -2.90785 1.41336 -6.59477  0.5133
H -1.99870 2.32227 -5.35030  0.2646
H -4.39285 2.99689 -5.52981  0.3516
H -5.08368 2.52656 -3.97201  0.2057
H -6.68295 2.06774 -5.75907  0.3960
H -6.18412 0.55112 -4.99655  0.3352
H -6.00181 -1.05989 -6.88523  0.3393
H -4.44491 -0.70098 -6.07933  0.2154
H -4.56545 -0.65287 -7.84714  0.2414
C -0.35463 -6.35388 -1.66037  -0.6461
O -0.43441 -6.82478 -0.32351  -0.4306
C 0.60691 -6.31342 0.49930  -0.6486
C 0.12246 -5.15611 1.35673  -0.4492
O -0.22075 -4.02968 0.56982  -0.0342
C -1.61920 -3.90580 0.37508  -0.8923
H -1.30707 -6.56085 -2.14888  0.2612
H -0.17138 -5.27800 -1.70711  0.2104
H 0.43858 -6.88676 -2.19519  0.3291
H 1.47036 -6.01764 -0.10617  0.3587
H 0.92309 -7.12974 1.15746  0.3579
H 0.93918 -4.84400 2.01659  0.2484
H -0.71910 -5.46186 1.98690  0.3810
H -2.07925 -3.50810 1.28511  0.3213
H -2.08909 -4.85435 0.10641  0.4536
H -1.77752 -3.19541 -0.43734  0.1320
C 7.87361 -5.61605 3.00470  -0.6693
O 6.88192 -6.53876 3.42705  -0.3732
C 5.95266 -5.96404 4.33907  -0.6964
C 4.65592 -5.58101 3.64607  -0.4036
O 4.85637 -4.53065 2.70892  -0.2363
C 4.93301 -5.00356 1.37264  -0.4952
H 8.37102 -6.03223 2.12813  0.2439
H 7.44536 -4.64934 2.73003  0.2597
H 8.61546 -5.47871 3.79833  0.3299
H 6.39304 -5.10173 4.84992  0.3387
H 5.73506 -6.72565 5.09484  0.3888
H 3.95418 -5.20696 4.39879  0.3662
H 4.19801 -6.45078 3.16353  0.3450
H 3.92876 -5.24340 1.00774  -0.0949
H 5.57728 -5.88162 1.28599  0.4676
H 5.34719 -4.20682 0.75444  0.2547

Highest occupied orbital energy   -4.90 eV
Net charge   -1
Orbital gap   6.83 eV
LUMO level   1.9322 eV


(5)
Density functional theory data (ωB97M-V/def2-TZVPD) for C25H22I2N4O6RuSi as an isolated structure in a non-equilibrium geometry.

Each line ends with the Mulliken charge.
Positions of all 61 atoms, in Å:
Ru 0.00508 0.07813 0.10711  0.6786
I -0.27519 -5.09186 -0.11025  0.0002
C 0.07534 -3.81999 1.50487  -0.5203
C 0.27252 -4.32102 2.78351  -0.3467
C 0.52095 -3.46761 3.83920  -0.1612
I 0.82762 -4.32905 5.73730  -0.0070
C 0.58272 -2.07067 3.66453  0.3265
C 0.84392 -1.12621 4.66625  -0.6063
C 0.85676 0.21506 4.33730  -1.2530
C 0.64033 0.61437 3.03112  -0.2245
N 0.42656 -0.25304 2.04895  0.5625
C 0.37233 -1.58082 2.34576  0.0030
C 0.12452 -2.44114 1.23224  1.1748
O -0.01600 -1.96111 0.05009  -0.6157
H 0.24275 -5.38788 2.95431  0.3477
H 1.03547 -1.44174 5.68181  0.1863
H 1.04053 0.95950 5.09973  0.4463
H 0.63671 1.65826 2.75067  0.3755
O 0.96874 0.03346 -3.91765  -0.6857
C 0.83893 0.06675 -2.71463  0.5232
O -0.17545 0.25514 -1.96527  -0.5927
C 2.23147 -0.09830 -1.79598  0.5552
O 3.29165 -0.19112 -2.37150  -0.6851
O 1.95760 -0.05860 -0.54315  -0.5333
C -3.25245 -2.00187 -0.98847  -1.0014
Si -3.35188 -0.53009 0.19979  0.3874
C -4.15826 -1.10167 1.82127  -1.0031
C -4.48222 0.76461 -0.61172  -1.0870
O -1.93000 0.11282 0.53846  0.0173
H -4.23481 -2.42994 -1.20613  0.4241
H -2.62249 -2.78562 -0.56541  0.0807
H -2.79474 -1.68183 -1.92731  0.2730
H -5.15415 -1.51799 1.64582  0.3924
H -4.25699 -0.26654 2.51858  0.1801
H -3.54833 -1.86814 2.30531  0.2628
H -5.47718 0.35080 -0.79760  0.3826
H -4.06715 1.09171 -1.56752  0.2746
H -4.59855 1.64620 0.02733  0.1584
C 1.44616 4.07714 0.45000  -1.0853
C 1.30662 2.69693 0.32095  -0.3686
N 0.09589 2.10430 0.30609  0.4813
C -0.98810 2.84272 0.46175  -0.6474
C -0.95126 4.25453 0.62927  0.6182
C 0.32917 4.86360 0.58090  -0.5995
C -2.11811 5.01918 0.75320  -0.7248
C -3.38923 4.61267 1.29495  -0.8123
C -3.63533 3.62400 2.24942  0.9914
C -4.96305 3.37189 2.71040  -0.6510
C -5.12970 2.46685 3.72107  -0.1862
N -4.10312 1.81062 4.28495  -0.6180
C -2.89431 2.07578 3.78432  -0.1356
N -2.61329 2.93363 2.83096  -0.2147
H 2.43911 4.50475 0.44605  0.4075
H 2.16753 2.05060 0.21482  0.6572
H -1.92720 2.31317 0.40871  0.8537
H 0.41425 5.93882 0.68068  0.4396
H -2.04066 6.05050 0.42282  0.3834
H -4.25268 5.21718 1.04026  0.3452
H -5.80130 3.89553 2.26961  0.3715
H -6.10775 2.24117 4.13043  0.4098
H -2.05905 1.54647 4.23014  0.3947

Highest occupied orbital energy (alpha / beta)   -4.81 / -4.90 eV
Net charge   -1
2S+1   2
Relative energy (zero: lowest compared OMol25 entry of this formula, charge and spin)   25.5 kcal per mole
Orbital gap (alpha / beta)   5.43 / 5.52 eV
LUMO level (alpha / beta)   0.6162 / 0.6124 eV


(6)
Density functional theory data (ωB97M-V/def2-TZVPD) for a 2-piece molecular cluster, C2H7NS overall in a non-equilibrium geometry.

Each line ends with the Mulliken charge.
Positions of all 11 atoms, in Å:
C 1.62465 0.99248 -0.26096  -1.0345
C -1.17825 -0.95371 0.80502  -0.6915
N -1.92225 1.24317 -0.16912  -0.5068
S -0.96694 0.09872 -0.61932  0.1967
H 1.04997 1.80980 0.08738  0.3951
H 1.90742 1.11686 -1.29474  0.3025
H 2.31144 0.24033 0.24707  0.2985
H -1.10895 -0.54185 1.80825  0.2871
H -0.34940 -1.76619 0.56285  0.2609
H -2.23028 -1.44247 0.63944  0.2592
H -1.87273 2.04125 -0.79013  0.2328

Highest occupied orbital energy (alpha / beta)   -8.14 / -7.74 eV
Net charge   0
Relative energy (zero: lowest compared OMol25 entry of this formula, charge and spin)   91.2 kcal per mole
Orbital gap (alpha / beta)   8.23 / 8.13 eV
LUMO level (alpha / beta)   0.0956 / 0.3877 eV


> net charge of number 1 (C2H3N3O3)?

0


> Which value of net charge does entry 1 give?

0


> Which formula does entry 4 have?

C37H76BrFINO11P